The following is a DFT calculation (wB97M-V/def2-TZVPD) of 5 unconnected molecules or ions with the total composition C27H27BCl8N3O.

```
! wB97M-V def2-TZVPD RIJCOSX def2/J DEFGRID3
* xyz 1 1
C 5.83455 -5.42935 -4.21724
N 4.56193 -4.74940 -4.48373
C 4.17368 -3.68702 -3.85765
N 5.01673 -3.13238 -2.94216
N 2.96092 -3.05113 -4.07514
B 1.74986 -3.89283 -4.06303
C 1.51258 -5.12989 -3.13295
O 0.75511 -3.53537 -4.96522
H 6.02683 -6.06250 -5.07533
H 6.66048 -4.73695 -4.16697
H 5.78490 -6.08035 -3.35274
H 3.95837 -5.15552 -5.18475
H 5.86108 -2.84771 -3.44284
H 4.59744 -2.25957 -2.62982
H 3.00769 -2.47055 -4.91065
H 1.05988 -5.90253 -3.75256
H 2.40191 -5.55876 -2.67603
H 0.76475 -4.88909 -2.38116
H 0.96621 -3.95874 -5.81141
Cl -1.25043 -0.81890 2.87519
C -0.97144 -1.27084 1.23498
C -1.97476 -1.21044 0.27664
Cl -3.56592 -0.66928 0.66278
C -1.70560 -1.59076 -1.03047
C -0.43924 -2.02723 -1.37964
C 0.56482 -2.08289 -0.42237
C 0.29824 -1.70568 0.88243
H -2.48680 -1.54579 -1.77629
H -0.23648 -2.32313 -2.40178
H 1.55798 -2.42087 -0.69176
H 1.07945 -1.74860 1.62989
Cl 2.38180 -0.64804 4.53532
C 1.78221 -1.83433 5.64472
C 2.41384 -2.08623 6.85381
Cl 3.83082 -1.22293 7.33478
C 1.90445 -3.05281 7.70936
C 0.76814 -3.76302 7.35993
C 0.13457 -3.50664 6.15168
C 0.64239 -2.54323 5.29673
H 2.39698 -3.25102 8.65093
H 0.37677 -4.51600 8.03041
H -0.75521 -4.05665 5.87605
H 0.15334 -2.33885 4.35395
Cl -7.65282 3.11362 -3.09579
C -6.46549 3.53593 -1.91228
C -6.24021 4.85470 -1.54281
Cl -7.14062 6.15789 -2.23402
C -5.27196 5.15271 -0.59497
C -4.53132 4.13768 -0.01514
C -4.75957 2.81773 -0.37989
C -5.72498 2.51931 -1.32683
H -5.08916 6.18302 -0.30410
H -3.77593 4.37725 0.72303
H -4.18672 2.01901 0.07151
H -5.90248 1.49144 -1.61219
Cl -3.02928 7.35377 2.69842
C -1.67339 7.36484 1.62780
C -1.83282 7.48797 0.25516
Cl -3.39697 7.65149 -0.46130
C -0.72116 7.48201 -0.57482
C 0.54758 7.35735 -0.03514
C 0.70817 7.23968 1.33880
C -0.40093 7.24271 2.16735
H -0.84725 7.57604 -1.64440
H 1.41134 7.35288 -0.68616
H 1.69788 7.14525 1.76471
H -0.27676 7.14949 3.23714
*
```

Output
Gap between HOMO and LUMO: 0.225 hartree
Energy: -4990.81306 a.u.
E_LUMO: -0.147 Eh
Largest force on an atom: 1.9 eV Å⁻¹

***

The following is a DFT calculation (wB97M-V/def2-TZVPD) of a molecular structure, C23H34Cl2N3O3Pd.

```
! wB97M-V def2-TZVPD RIJCOSX def2/J DEFGRID3
* xyz -1 3
O 2.73803 1.78581 -2.64173
C 3.69593 1.42547 -1.94624
C 4.31987 0.05582 -1.95834
C 3.50213 -1.09355 -1.90449
H 2.45870 -0.99170 -1.58924
C 4.01763 -2.35207 -2.21237
H 3.35124 -3.22001 -2.16506
C 5.37604 -2.48653 -2.54937
H 5.79103 -3.45189 -2.84742
C 6.25134 -1.38693 -2.38520
H 7.34388 -1.52685 -2.47103
C 5.71694 -0.11065 -2.08112
H 6.35850 0.76747 -1.90716
H 4.03196 2.12417 -1.12261
C 2.59558 1.69963 2.19909
C 2.17440 0.27217 2.26196
H 3.67238 1.76719 2.39853
H 1.97101 2.28491 2.90927
H 2.37844 2.05939 1.17939
C 2.83517 -0.92187 2.12883
C 3.49821 -1.58374 3.32269
H 3.04588 -1.29578 1.11934
H 4.46586 -1.09114 3.50617
H 3.66770 -2.65796 3.16500
H 2.84718 -1.40730 4.21257
Pd 0.69526 -0.47247 1.32840
Cl 0.31015 -1.99689 -0.46347
Cl -0.18238 -0.01278 3.50085
H 0.90706 -0.48890 -5.02635
H -1.47626 -1.58859 -4.47253
C 1.07702 -0.64891 -3.95002
C -1.14330 -1.59503 -3.42052
N -0.16867 -0.53434 -3.21266
H 1.78779 0.10600 -3.59540
C -0.49586 0.58408 -2.52935
O -1.58621 0.78949 -1.97088
H -1.98870 -1.43474 -2.74324
H 0.32945 1.32581 -2.52151
H 1.49888 -1.65283 -3.81040
H -0.67087 -2.56283 -3.20638
H -2.03875 4.94125 0.85311
H -1.02772 5.41276 -1.35154
C -1.11115 4.44720 1.16015
C -0.12610 4.85396 -1.08224
N -0.43895 3.92113 -0.01717
H -1.32527 3.62159 1.83988
C 0.00773 2.65852 -0.02902
O -0.30976 1.83048 0.84530
H 0.23688 4.30743 -1.95889
H 0.70927 2.41414 -0.85320
H -0.47235 5.18636 1.66209
H 0.64638 5.56993 -0.77252
N -2.40259 0.02367 0.77371
C -3.44540 -0.67967 1.22834
C -4.57290 -0.92273 0.38784
C -5.67302 -1.60166 0.89732
C -5.67811 -2.06817 2.21718
C -4.56015 -1.86367 3.03834
C -3.45475 -1.17856 2.55869
H -2.29525 0.30020 -0.19728
H -1.64407 0.30145 1.40005
H -4.53824 -0.55071 -0.63414
H -6.53502 -1.76745 0.25411
H -6.55134 -2.59576 2.60718
H -4.54874 -2.24019 4.05910
H -2.56654 -1.00409 3.17102
*
```

Output
Gap between HOMO and LUMO (alpha / beta): 0.191 / 0.217 hartree
Energy: -2335.04435 a.u.
E_LUMO (alpha / beta): 0.074 / 0.074 Eh
Largest force on an atom: 3.1 eV Å⁻¹

***

The following is a DFT calculation (wB97M-V/def2-TZVPD) of a gas-phase ion, C3H2Cl4N2P (charge +1).

```
! wB97M-V def2-TZVPD RIJCOSX def2/J DEFGRID3
* xyz 1 3
C 0.15751 -1.38978 -0.69854
C 1.28228 -0.38948 0.30563
C -0.07604 1.52010 -0.06486
N -1.15457 0.95828 -0.39493
N 1.11514 0.88242 0.32947
P -1.36559 -0.68683 -0.27354
Cl 2.73900 -1.11051 0.69683
Cl 0.06654 3.21534 -0.09752
Cl -1.83089 -1.15195 1.61229
Cl -2.81218 -1.01996 -1.41085
H 0.20020 -2.45918 -0.67814
H 1.67859 1.63156 0.67416
*
```

Output
Gap between HOMO and LUMO (alpha / beta): 0.270 / 0.299 hartree
Energy: -2406.78278 a.u.
E_LUMO (alpha / beta): -0.147 / -0.264 Eh
Largest force on an atom: 6.4 eV Å⁻¹

***

The following is a DFT calculation (wB97M-V/def2-TZVPD) of a gas-phase ion, C2H8N (charge +1).

```
! wB97M-V def2-TZVPD RIJCOSX def2/J DEFGRID3
* xyz 1 3
C 1.14731 -0.61021 0.05605
C 0.10279 0.55266 -0.04262
N -1.26097 0.13362 -0.01200
H 0.73528 -1.51987 0.45795
H 1.48575 -0.90042 -0.94536
H 2.05891 -0.29752 0.58419
H 0.21746 1.18908 -1.00759
H 0.39898 1.28292 0.73000
H -1.84609 0.85586 -0.35720
H -1.57134 0.07517 0.98663
H -1.46809 -0.76130 -0.45006
*
```

Output
Gap between HOMO and LUMO (alpha / beta): 0.199 / 0.284 hartree
Energy: -135.15502 a.u.
E_LUMO (alpha / beta): -0.119 / -0.455 Eh
Largest force on an atom: 5.7 eV Å⁻¹

***

The following is a DFT calculation (wB97M-V/def2-TZVPD) of 2 unconnected molecules or ions with the total composition C9H21N2OSSi.

```
! wB97M-V def2-TZVPD RIJCOSX def2/J DEFGRID3
* xyz 1 1
C 0.39978 0.31662 0.89565
Si 0.58416 2.03172 0.20893
C 2.08488 2.90447 0.88230
C -0.95286 3.06324 0.38850
C 0.75553 1.72321 -1.68626
C 0.68951 2.86428 -2.67524
S 1.09283 2.06471 -4.28960
C 2.09838 0.99023 -3.45291
N 1.94057 0.96382 -2.16571
H -0.57706 -0.09269 0.62552
H 1.13943 -0.37047 0.46985
H 0.52232 0.29589 1.97953
H 1.93602 3.06552 1.95346
H 2.99660 2.31153 0.77165
H 2.26214 3.88100 0.42753
H -0.96535 3.93484 -0.26910
H -1.00339 3.44039 1.41325
H -1.85725 2.48114 0.20298
H -0.08731 1.04699 -1.91249
H 1.49717 3.58445 -2.52478
H -0.26483 3.38005 -2.71202
H 2.83603 0.37170 -3.94982
H 2.53352 0.41315 -1.56185
C -2.04296 -3.08347 0.13048
O -1.80009 -1.91714 -0.14189
N -1.68422 -3.67678 1.28028
C -1.99477 -5.06197 1.56969
C -0.96615 -2.88021 2.25876
H -2.58800 -3.74803 -0.55693
H -2.62122 -5.14396 2.45913
H -1.08405 -5.64137 1.72937
H -2.53456 -5.49235 0.72811
H -1.56563 -2.02218 2.56563
H -0.03641 -2.50497 1.82978
H -0.74276 -3.49336 3.12821
*
```

Output
Gap between HOMO and LUMO: 0.281 hartree
Energy: -1227.75590 a.u.
E_LUMO: -0.147 Eh
Largest force on an atom: 0.4 eV Å⁻¹

***

What did the third record say?
The following is a DFT calculation (wB97M-V/def2-TZVPD) of a gas-phase ion, C3H2Cl4N2P (charge +1).

```
! wB97M-V def2-TZVPD RIJCOSX def2/J DEFGRID3
* xyz 1 3
C 0.15751 -1.38978 -0.69854
C 1.28228 -0.38948 0.30563
C -0.07604 1.52010 -0.06486
N -1.15457 0.95828 -0.39493
N 1.11514 0.88242 0.32947
P -1.36559 -0.68683 -0.27354
Cl 2.73900 -1.11051 0.69683
Cl 0.06654 3.21534 -0.09752
Cl -1.83089 -1.15195 1.61229
Cl -2.81218 -1.01996 -1.41085
H 0.20020 -2.45918 -0.67814
H 1.67859 1.63156 0.67416
*
```

Output
Gap between HOMO and LUMO (alpha / beta): 0.270 / 0.299 hartree
Energy: -2406.78278 a.u.
E_LUMO (alpha / beta): -0.147 / -0.264 Eh
Largest force on an atom: 6.4 eV Å⁻¹

***

largest force on an atom of number 1 (C27H27BCl8N3O)? 1.9 eV Å⁻¹

***

Among the records above, which one has the lowest largest force on an atom? C9H21N2OSSi